Record 1
ORCA calculation (wB97M-V/def2-TZVPD) on a gas-phase ion, C4H11N2O (charge +1).

Results
F_max	0.038	hartree/bohr
electronic energy	-343.53632	a.u.
spin multiplicity	1
LUMO level	-3.01	eV
energy above the lowest of the compared OMol25 structures with the same formula, charge and spin	17.5	kcal/mol
charge	+1
HOMO-LUMO gap	0.436	hartree
SMILES string	CC[NH2+]CC(N)=O

XYZ file:
```
18
Properties=species:S:1:pos:R:3:forces:R:3
O 0.44792 -2.11940 0.75616 -0.07 -0.45 0.08
C 1.27610 -1.24194 0.67513 -0.77 0.77 -0.91
N 2.38042 -1.09110 1.39285 0.83 1.00 0.48
C 1.02295 -0.12014 -0.42657 0.41 -0.80 1.72
N -0.36273 -0.36712 -0.88955 0.41 -0.54 -0.47
C -1.49260 0.20754 -0.04217 1.31 0.62 0.06
C -1.78172 1.62012 -0.46156 -0.69 0.61 -0.26
H 2.87094 -0.20425 1.35598 -0.07 -0.26 -0.20
H 2.55738 -1.58664 2.25090 -0.26 -0.55 -0.09
H 1.12270 0.84477 0.06290 -0.11 0.23 -0.33
H 1.77264 -0.26171 -1.19870 -0.24 0.21 -0.36
H -0.43315 -1.39670 -0.81178 -0.11 -0.05 0.09
H -0.42331 -0.11535 -1.87052 -0.37 0.16 -0.18
H -1.00449 0.28135 0.92985 -0.64 -0.57 0.31
H -2.30199 -0.50881 -0.09348 -0.15 0.08 0.19
H -0.89454 2.23771 -0.31809 0.02 0.04 -0.36
H -2.54677 2.09804 0.15067 0.03 -0.36 0.38
H -2.20974 1.72362 -1.46203 0.46 -0.16 -0.15
```
Forces are in eV/Å.

Atom charges from the Löwdin analysis, given in e for atoms 1 to 6: 0.08 -0.51 0.20 -0.03 0.03 -0.14


Record 2
ORCA calculation (wB97M-V/def2-TZVPD) on 2 unconnected molecules or ions with the total composition C4H11N2O.

Results
F_max	0.087	hartree/bohr
electronic energy	-343.42731	a.u.
spin multiplicity	1
LUMO level	-3.13	eV
energy above the lowest of the compared OMol25 structures with the same formula, charge and spin	85.9	kcal/mol
charge	+1
HOMO-LUMO gap	0.367	hartree

XYZ file:
```
18
Properties=species:S:1:pos:R:3:forces:R:3
C 3.06386 0.78273 0.30511 -2.10 1.29 0.87
C 2.15146 -0.30734 -0.21509 1.67 0.62 0.14
C 0.87415 -0.20267 -0.41730 2.13 -2.39 0.09
C -2.46998 0.56663 0.31545 0.49 1.28 2.57
N -3.10508 1.21685 -0.48223 -1.95 3.08 -2.57
N -2.26813 -0.81206 0.14525 3.80 -0.19 0.09
O 0.16029 -1.34299 -0.67719 -3.43 0.90 -0.46
H 2.68414 1.88559 0.31095 0.33 -2.12 -0.46
H 4.00557 0.73740 -0.13600 1.57 0.08 -0.92
H 2.57342 -1.30940 -0.41428 0.11 0.61 0.42
H 0.30825 0.63258 -0.39999 -1.81 2.54 0.13
H -2.16353 0.98341 1.24633 0.79 -0.17 0.95
H 3.21120 0.56538 1.35730 0.18 -0.08 0.31
H -3.25501 2.25509 -0.24033 0.46 -2.18 -0.36
H -2.56088 -1.30159 0.95241 -0.58 -1.18 0.74
H -2.61778 -1.06509 -0.71112 -2.45 -1.21 -2.46
H -1.18212 -1.11902 -0.16838 -0.51 0.35 0.99
H 0.59018 -2.16550 -0.77088 1.32 -1.23 -0.06
```
Forces are in eV/Å.

Atom charges from the Löwdin analysis, given in e for atoms 1 to 6: -0.07 -0.11 -0.17 -0.31 0.17 0.20


Record 3
ORCA calculation (wB97M-V/def2-TZVPD) on a gas-phase ion, C4H11N2O (charge +1).

Results
F_max	0.071	hartree/bohr
electronic energy	-343.29075	a.u.
spin multiplicity	1
LUMO level (spin up / spin down)	-4.79 / -4.19	eV
energy above the lowest of the compared OMol25 structures with the same formula, charge and spin	171.6	kcal/mol
charge	+1
HOMO-LUMO gap (spin up / spin down)	0.286 / 0.330	hartree

XYZ file:
```
18
Properties=species:S:1:pos:R:3:forces:R:3
C -0.00844 1.55515 0.13177 -1.24 -1.48 0.53
C 1.01734 0.72922 0.69199 1.09 -2.76 0.94
C -0.51508 -0.64195 -0.66529 1.81 -1.90 -0.93
C 1.04380 0.17587 2.11730 2.26 -1.03 -2.67
N -0.95817 -2.54337 -2.21176 -0.64 1.14 1.38
N -0.48006 0.76778 -1.03471 1.08 1.34 -2.26
O -0.00864 -1.51077 -1.63471 -0.59 0.45 0.60
H -0.78965 1.43993 0.85434 -1.03 1.20 0.17
H 0.34618 2.50908 -0.13542 -0.22 1.53 -0.36
H 1.81989 0.59872 -0.01392 0.81 -0.37 0.39
H -1.45489 -0.91178 -0.33801 -1.83 -0.74 1.23
H 1.80331 0.55996 2.77000 0.82 0.47 0.00
H 1.29182 -0.91422 1.97967 -0.49 0.95 0.50
H 0.16815 0.35053 2.62530 -2.37 0.04 0.90
H -1.02335 -3.33831 -1.55775 0.52 0.64 -0.03
H -0.48663 -2.88015 -3.03310 0.63 0.17 -0.28
H -1.32449 1.22367 -1.41387 0.02 -0.55 -0.46
H 0.25632 0.69662 -1.77911 -0.65 0.89 0.35
```
Forces are in eV/Å.

Atom charges from the Löwdin analysis, given in e for atoms 1 to 6: -0.16 -0.06 -0.09 -0.04 0.10 0.05


Record 4
ORCA calculation (wB97M-V/def2-TZVPD) on a gas-phase ion, C4H11N2O (charge +1).

Results
F_max	0.053	hartree/bohr
electronic energy	-343.54974	a.u.
spin multiplicity	1
LUMO level	-2.89	eV
energy above the lowest of the compared OMol25 structures with the same formula, charge and spin	9.0	kcal/mol
charge	+1
HOMO-LUMO gap	0.446	hartree
SMILES string	C[C@@H]([NH3+])CC(N)=O

XYZ file:
```
18
Properties=species:S:1:pos:R:3:forces:R:3
C -0.81157 1.23528 2.12487 -0.11 -0.34 -0.29
C -0.83628 0.37192 0.85857 0.74 1.04 0.38
C 0.52065 -0.30892 0.62493 -0.51 0.64 1.45
C 0.68203 -0.77426 -0.77476 0.68 -1.80 -0.42
N 1.23170 -1.97990 -1.01128 0.06 0.47 0.29
O 0.26618 -0.07459 -1.70200 0.71 -0.62 -1.03
N -1.01839 1.29922 -0.32334 -2.41 0.63 1.14
H -1.82144 1.61133 2.28970 0.13 0.12 0.30
H -0.11241 2.05989 2.01653 0.03 0.22 -0.14
H -0.46056 0.68030 2.99262 -0.28 -0.19 0.02
H -1.68752 -0.29762 0.92964 0.09 -0.27 -0.37
H 1.24359 0.47970 0.84772 0.32 -0.09 -0.31
H 0.64310 -1.02857 1.43076 0.18 -0.46 -0.38
H 1.71642 -2.53696 -0.32971 -0.21 0.21 0.47
H 1.41456 -2.27470 -1.94976 -0.16 0.19 -0.57
H -1.04036 2.28549 -0.07234 0.32 -0.05 0.02
H -1.91003 1.09858 -0.76039 -0.49 0.18 0.00
H -0.37526 0.95336 -1.09060 0.90 0.14 -0.56
```
Forces are in eV/Å.

Atom charges from the Löwdin analysis, given in e for atoms 1 to 6: -0.04 -0.31 -0.05 -0.45 0.23 0.07


Record 5
ORCA calculation (wB97M-V/def2-TZVPD) on a gas-phase ion, C4H11N2O (charge +2).

Results
F_max	0.036	hartree/bohr
electronic energy	-342.97588	a.u.
spin multiplicity	2
LUMO level (spin up / spin down)	-10.39 / -14.41	eV
energy above the lowest of the compared OMol25 structures with the same formula, charge and spin	48.0	kcal/mol
charge	+2
HOMO-LUMO gap (spin up / spin down)	0.328 / 0.174	hartree

XYZ file:
```
18
Properties=species:S:1:pos:R:3:forces:R:3
O 1.67912 0.00385 2.77650 0.50 0.01 -0.04
C 0.91598 -0.67543 2.18333 -1.09 0.49 0.72
C 0.58795 -0.47606 0.68468 0.77 0.25 -1.66
C -0.90532 -0.52041 0.27328 0.66 0.51 1.21
C -0.98401 -0.38225 -1.24916 0.54 0.33 -0.01
N -0.77323 1.02059 -1.64228 -1.06 0.21 0.03
N 1.27311 0.76205 0.13637 -0.94 -0.30 -0.33
H 0.25851 -1.33025 2.80955 0.13 -0.48 -0.25
H 1.08680 -1.31147 0.18771 0.11 -0.37 0.23
H -1.41063 0.26671 0.83301 -0.34 0.25 -0.38
H -1.31510 -1.43479 0.66333 -0.22 -0.64 -0.16
H -1.89534 -0.82415 -1.60855 -0.72 -0.06 -0.03
H -0.19969 -0.95944 -1.73021 0.21 -0.29 0.00
H -1.64384 1.55169 -1.49300 0.45 -0.03 0.68
H -0.75956 1.09824 -2.65555 0.80 -0.22 -0.26
H 0.57215 1.14842 -0.63698 -0.23 -0.02 -0.14
H 1.36493 1.50027 0.83588 0.37 0.18 -0.18
H 2.14816 0.56246 -0.36791 0.05 0.18 0.56
```
Forces are in eV/Å.

Atom charges from the Löwdin analysis, given in e for atoms 1 to 6: 0.41 0.04 -0.18 -0.09 -0.19 0.02


Record 6
ORCA calculation (wB97M-V/def2-TZVPD) on a gas-phase ion, C4H11N2O (charge +2).

Results
F_max	0.039	hartree/bohr
electronic energy	-343.02259	a.u.
spin multiplicity	2
LUMO level (spin up / spin down)	-8.49 / -13.16	eV
energy above the lowest of the compared OMol25 structures with the same formula, charge and spin	18.7	kcal/mol
charge	+2
HOMO-LUMO gap (spin up / spin down)	0.477 / 0.298	hartree

XYZ file:
```
18
Properties=species:S:1:pos:R:3:forces:R:3
O -2.12246 -0.07371 0.25959 -0.94 0.17 -0.24
C -1.10983 -0.51233 -0.17299 1.79 -0.18 0.73
N -1.11265 -1.79408 -0.78722 -0.76 -0.10 -0.20
C -0.01765 -2.70086 -0.88880 -0.42 -0.01 0.05
C 0.23421 0.15791 0.07024 0.83 1.85 -0.01
N -0.00812 1.46664 0.80477 -0.78 -0.14 0.04
C 0.99592 2.56906 0.57095 0.19 -0.03 0.21
H -2.06763 -2.07278 -1.06250 0.16 -0.19 0.05
H 0.79493 -2.17983 -1.40825 0.24 -0.21 -0.01
H 0.31625 -2.94575 0.13729 0.16 0.07 -0.03
H -0.34412 -3.62289 -1.36717 0.14 0.14 -0.15
H 0.99840 -0.36807 0.63091 -0.27 -0.67 0.24
H 0.77730 0.48905 -0.82509 -0.49 -0.43 -0.32
H -0.05565 1.35308 1.81926 0.07 -0.46 0.10
H -0.96942 1.75648 0.57780 0.18 0.32 -0.13
H 0.73241 3.39602 1.22810 -0.09 -0.02 -0.07
H 0.99115 2.89583 -0.46287 -0.07 -0.13 -0.10
H 1.96696 2.18624 0.87598 0.07 0.03 -0.15
```
Forces are in eV/Å.

Atom charges from the Löwdin analysis, given in e for atoms 1 to 6: 0.27 -0.34 0.23 0.05 0.00 0.02